This record from the OMol25 dataset describes a molecular structure, C25H33N4NaO6S. The level of theory is ωB97M-V with the def2-TZVPD basis set.

Cartesian coordinates (Å):
Na  0.1523  -0.5375  -0.6427
C  3.7092  -1.7615  -1.9172
C  2.7739  -2.7203  -2.6227
O  1.6609  -1.9769  -3.0615
C  0.6274  -2.7304  -3.6511
C  -0.1369  -3.6025  -2.6694
O  -0.5491  -2.8045  -1.5805
C  -0.8114  -3.5316  -0.3817
C  0.4467  -3.6220  0.4592
O  0.9099  -2.3022  0.5668
C  2.1067  -2.0843  1.2897
C  3.3039  -2.2199  0.3779
O  3.1671  -1.2950  -0.6927
H  3.8506  -0.8852  -2.5497
H  4.6825  -2.2376  -1.7526
H  2.4698  -3.5194  -1.9358
H  3.2893  -3.1871  -3.4744
H  1.0168  -3.3648  -4.4596
H  -0.0518  -1.9986  -4.0876
H  0.4825  -4.4364  -2.3188
H  -1.0060  -4.0322  -3.1833
H  -1.2056  -4.5265  -0.6071
H  -1.5631  -2.9684  0.1729
H  1.1942  -4.2732  -0.0178
H  0.2059  -4.0289  1.4476
H  2.1878  -2.7703  2.1390
H  2.0386  -1.0721  1.6909
H  3.3685  -3.2427  -0.0093
H  4.2255  -2.0149  0.9353
C  -5.1617  3.1201  5.2351
C  -4.0425  2.3218  4.6237
C  -2.9337  1.9566  5.3794
C  -1.9094  1.2002  4.8275
C  -1.9929  0.7999  3.5044
C  -3.0896  1.1554  2.7324
C  -4.1034  1.9136  3.2928
S  -0.6995  -0.1889  2.7841
O  -1.2802  -1.4880  2.5249
O  0.4097  -0.1388  3.7180
N  -0.3621  0.4554  1.3789
C  0.1500  1.7178  1.2343
C  0.3756  2.6568  2.2627
C  0.8204  3.9169  1.9324
C  1.0589  4.2483  0.6012
C  0.8595  3.2547  -0.3369
N  0.4337  2.0272  -0.0518
H  -4.7949  3.7715  6.0281
H  -5.9132  2.4591  5.6727
H  -5.6608  3.7371  4.4881
H  -2.8662  2.2735  6.4139
H  -1.0398  0.9219  5.4080
H  -3.1359  0.8472  1.6957
H  -4.9555  2.1993  2.6868
H  0.2135  2.3845  3.2940
H  0.9853  4.6465  2.7164
H  1.3974  5.2315  0.3073
H  1.0501  3.4512  -1.3892
N  2.2626  1.1952  -2.7097
C  1.0518  1.2856  -3.3571
C  0.9086  2.1073  -4.4871
C  -0.3067  2.1468  -5.1289
C  -1.3609  1.3721  -4.6507
C  -1.1221  0.5933  -3.5377
N  0.0476  0.5395  -2.8965
H  2.8752  1.9873  -2.8128
H  2.2173  0.8495  -1.7616
H  1.7487  2.6921  -4.8391
H  -0.4385  2.7775  -5.9990
H  -2.3324  1.3783  -5.1230
H  -1.9102  -0.0297  -3.1258

Force components x, y, z for each atom (eV/Å):
Na 0.005 0.063 -0.355
C 0.018 -0.011 -0.025
C -0.007 0.002 -0.009
O -0.017 -0.018 0.044
C -0.018 -0.013 -0.022
C 0.194 0.038 0.031
O -0.301 -0.012 0.034
C -0.013 0.025 0.012
C -0.032 -0.016 -0.036
O 0.201 0.068 0.124
C -0.041 -0.027 0.034
C 0.020 0.033 -0.004
O -0.001 0.005 0.002
H -0.004 -0.020 0.010
H 0.000 -0.016 0.012
H 0.003 -0.020 -0.014
H 0.000 0.012 -0.003
H -0.023 -0.003 -0.006
H 0.004 0.020 0.001
H 0.016 0.025 0.014
H 0.009 -0.030 0.002
H -0.026 -0.007 0.020
H 0.031 0.013 0.013
H 0.020 0.022 0.009
H -0.010 -0.023 -0.004
H -0.011 -0.005 -0.003
H 0.008 0.004 0.002
H -0.007 0.004 0.006
H 0.001 -0.010 -0.003
C -0.002 -0.004 -0.004
C 0.000 0.006 0.010
C 0.006 -0.003 -0.001
C -0.012 -0.003 -0.007
C 0.012 0.005 0.000
C -0.009 0.018 0.007
C 0.001 -0.008 -0.010
S 0.088 0.010 -0.044
O -0.006 -0.046 -0.021
O -0.035 -0.008 -0.008
N -0.059 0.042 0.045
C -0.011 -0.103 -0.060
C 0.015 0.065 -0.008
C -0.010 -0.020 0.029
C -0.009 -0.021 -0.017
C 0.021 0.032 -0.027
N 0.035 -0.082 0.189
H 0.001 0.000 0.000
H -0.002 0.002 -0.001
H 0.000 0.001 0.001
H -0.001 0.001 0.000
H 0.002 0.003 0.001
H 0.007 -0.001 0.000
H -0.001 0.001 0.003
H -0.014 -0.017 0.007
H 0.001 0.001 -0.002
H 0.002 -0.002 -0.007
H 0.002 -0.001 0.004
N -0.006 0.023 0.034
C -0.032 0.002 -0.053
C 0.005 -0.004 0.004
C 0.001 0.004 -0.008
C 0.007 -0.010 0.005
C -0.011 -0.002 -0.020
N 0.002 -0.007 0.056
H -0.005 0.007 -0.007
H 0.001 0.009 0.016
H -0.001 0.003 0.003
H 0.001 0.000 0.001
H -0.001 -0.004 0.001
H -0.002 0.009 0.002

Calculated values
Kohn-Sham gap = 7.6 eV
LUMO energy = 0.173 eV
E_tot = -59958.4294 eV
Energy above the lowest of the compared OMol25 structures with the same formula, charge and spin = 0.0 kcal per mole